Entry from OMol25: the molecule C3H4N4O at a distorted geometry (ωB97M-V/def2-TZVPD).

Positions of all 12 atoms, in Å:
C: 1.49617 -0.09893 -1.07425
C: -0.03788 -1.42895 -0.15496
C: -0.61172 -0.07083 0.40720
H: -1.06709 1.81985 1.18081
H: 2.38596 0.05306 -1.84591
H: -0.62863 -2.30349 0.17922
H: -1.56326 -0.92940 1.49082
N: 0.16636 1.02153 0.07861
N: 0.90850 1.12106 -0.88104
N: 1.02372 -1.40208 -0.94445
N: -1.48231 -0.04516 1.27862
O: -0.58982 2.26334 0.28533

Cartesian forces (eV/Å) of the 3 atoms listed first:
2.52 2.16 -5.64
0.41 2.78 -0.17
3.83 -3.73 -1.79

Results
Energy relative to the best compared isomer or geometry (same formula, charge and spin) (eV): 6.009
E_tot (Ha): -410.78247
Orbital gap (Ha): 0.2965
Total charge: 0